[1]
{"formula": "C32H32AuN5O3PS", "method": "ωB97M-V with the def2-TZVPD basis set", "relative_energy_kj_mol": 89.33, "charge": -1, "e_tot_ev": -71113.8692, "orbital_gap_ev": 7.4219, "elements": ["Au", "O", "S", "O", "O", "C", "C", "C", "C", "C", "C", "P", "C", "C", "C", "C", "C", "C", "C", "C", "C", "C", "C", "C", "H", "H", "H", "H", "H", "H", "H", "H", "H", "H", "H", "H", "H", "H", "C", "C", "C", "C", "C", "C", "C", "C", "N", "H", "H", "H", "H", "H", "H", "C", "N", "C", "N", "C", "N", "C", "N", "C", "C", "H", "H", "H", "H", "H", "H", "H", "H", "H", "H", "H", "H"], "xyz": [[-0.813258, -1.525634, 0.802347], [1.502907, -0.227963, 5.236271], [1.185645, -0.583710, 3.876708], [0.401499, 0.380863, 3.159514], [0.827163, -1.990412, 3.664470], [2.715252, -0.495672, 2.874082], [3.804521, 0.043373, 3.505272], [5.077706, -0.010271, 2.935667], [5.234570, -0.578999, 1.676336], [4.118242, -1.017422, 0.977705], [2.824446, -0.896998, 1.501113], [1.468145, -1.451462, 0.331948], [2.071404, -3.136868, -0.061646], [1.882573, -4.131958, 0.856222], [2.367490, -5.409959, 0.617035], [3.099418, -5.700049, -0.522935], [3.325506, -4.706701, -1.424306], [2.824053, -3.437946, -1.187020], [1.613937, -0.556268, -1.256510], [0.512164, -0.546723, -2.135071], [0.613025, 0.055130, -3.377809], [1.791723, 0.736478, -3.743040], [2.847995, 0.791520, -2.883953], [2.758690, 0.145976, -1.664227], [3.666438, 0.489232, 4.496391], [5.945889, 0.413805, 3.433330], [6.200661, -0.729421, 1.219499], [4.293558, -1.540865, 0.050496], [1.356324, -3.916816, 1.771965], [2.162839, -6.158400, 1.364552], [3.513872, -6.657762, -0.717307], [3.854128, -4.902923, -2.394786], [3.091564, -2.665502, -1.948707], [-0.418162, -1.059091, -1.944779], [-0.222796, -0.006575, -4.055410], [1.886433, 1.247443, -4.681583], [3.670635, 1.345341, -3.161527], [3.608023, 0.184952, -0.994020], [-2.671309, -1.825268, 1.581389], [-3.712328, -1.211850, 0.778017], [-4.333017, 0.065372, 1.148240], [-5.316806, 0.564967, 0.351463], [-5.774689, -0.119914, -0.814938], [-5.199710, -1.334000, -1.155340], [-4.247914, -1.853530, -0.344461], [-7.011090, 0.353078, -1.397886], [-7.988324, 0.801578, -1.777208], [-2.696383, -2.918569, 1.622690], [-2.626716, -1.400721, 2.608354], [-3.990441, 0.585884, 2.012539], [-5.761799, 1.534949, 0.514772], [-5.491084, -1.818184, -2.071674], [-3.736911, -2.766084, -0.617329], [0.310187, 2.653110, -0.899232], [-0.068740, 4.040597, -0.880127], [-0.481433, 4.417822, 0.493848], [-1.533283, 3.545893, 1.022015], [-1.074528, 2.141928, 0.933206], [-0.740553, 1.738752, -0.439943], [-1.933456, 1.972113, -1.310462], [-2.386385, 3.339793, -1.270416], [-1.298420, 4.207810, -1.708212], [-2.710110, 3.666049, 0.122787], [1.185399, 2.518888, -0.270148], [0.658110, 2.387573, -1.914140], [-0.822497, 5.463910, 0.469685], [0.434181, 4.305710, 1.108942], [-1.843299, 1.515043, 1.455861], [-0.191792, 2.008197, 1.494564], [-2.689008, 1.306194, -0.995617], [-1.688882, 1.672935, -2.355196], [-1.574315, 5.257177, -1.650018], [-0.983013, 3.869588, -2.701223], [-3.462001, 2.873706, 0.470490], [-3.211864, 4.647763, 0.188420]], "forces_ev_per_a": [[1.4, 0.2, 0.6], [0.3, 0.0, 0.2], [1.0, -1.4, -1.3], [-1.4, 0.8, -0.4], [-0.2, 0.5, 0.2], [-0.8, 0.1, -0.8], [1.2, 0.2, 0.6], [0.0, 0.3, -0.6], [-0.2, -0.1, 0.3], [-0.2, 0.0, 0.5], [0.0, -0.3, 0.5], [-0.3, -0.1, 0.4], [0.7, 0.9, -0.7], [-0.3, -0.9, 0.6], [-0.1, 0.0, 0.4], [-0.3, -0.1, 0.6], [0.4, 0.6, -1.7], [0.5, 1.1, -1.4], [0.6, 0.6, -0.5], [0.5, -0.3, -0.4], [0.9, 0.4, -0.1], [-1.3, -0.4, -0.2], [-1.5, -0.9, 0.8], [0.0, -0.4, 0.8], [0.0, -0.4, -0.3], [-0.2, -0.1, 0.1], [0.2, 0.1, 0.1], [-0.2, 0.1, -0.3], [-0.2, 0.0, 0.2], [0.1, -0.3, 0.1], [0.1, -0.9, 0.1], [-0.4, 0.2, 1.2], [-0.6, -0.5, 0.8], [0.0, -0.1, 0.6], [-0.1, 0.1, -0.1], [-0.2, 0.1, -0.4], [1.9, 1.0, -0.3], [-0.1, 0.1, 0.0], [-0.4, 0.2, 0.8], [-1.7, 1.4, 0.8], [1.0, -2.2, -1.1], [-0.6, 0.0, -1.2], [-0.6, 0.6, 1.0], [-0.8, 0.7, -0.4], [1.7, -0.6, 0.3], [2.0, -0.4, 0.5], [-1.3, 0.4, -0.6], [-0.4, 0.1, 0.0], [0.0, -0.3, -0.6], [0.2, 0.3, 0.5], [-0.1, 0.1, 0.4], [-0.2, -0.3, 0.0], [-0.1, -0.3, -0.2], [0.6, -0.7, -0.3], [-1.3, 1.2, 0.2], [1.0, -0.5, 0.0], [-0.4, 0.4, -0.7], [-1.1, -0.1, 0.1], [-0.9, 0.3, -0.6], [1.7, -0.5, -0.5], [-0.3, 0.8, 0.2], [1.2, -0.9, 0.0], [-1.0, -1.4, 0.8], [0.1, 0.0, 0.3], [-0.5, 0.0, 0.3], [0.1, -0.3, 0.2], [-0.6, 0.2, 0.0], [0.5, 0.2, -1.0], [1.0, 0.0, 0.9], [-1.1, -0.7, 0.5], [0.1, 0.4, 0.5], [-0.2, 0.0, -0.3], [-0.4, 0.5, -0.2], [0.9, 1.2, -0.4], [0.5, -0.2, 0.0]]}

[2]
{"formula": "C5H13N2", "method": "ωB97M-V with the def2-TZVPD basis set", "relative_energy_kj_mol": 230.33, "charge": 1, "smiles": "C/C(=C\\N)CC[NH3+]", "e_tot_ev": -8368.4231, "orbital_gap_ev": 7.4399, "elements": ["C", "C", "C", "C", "N", "C", "N", "H", "H", "H", "H", "H", "H", "H", "H", "H", "H", "H", "H", "H"], "xyz": [[0.525256, -0.994720, -1.059972], [0.795322, -0.434036, 0.335885], [-0.162378, 0.752414, 0.528190], [-0.732632, 0.758508, 1.752354], [-1.558947, 1.787627, 2.211617], [-0.620301, 1.651494, -0.569556], [1.267996, -2.279137, -1.549941], [-0.455061, -1.471462, -1.099446], [0.579857, -0.321916, -1.916552], [0.502970, -1.284255, 0.952918], [1.843772, -0.163827, 0.457229], [-0.802372, -0.140335, 2.356762], [-1.159422, 2.698493, 2.075569], [-1.752960, 1.668505, 3.196620], [-0.701764, 2.714770, -0.347320], [-0.066871, 1.591573, -1.507478], [-1.667935, 1.408471, -0.816991], [2.276002, -2.244050, -1.698824], [1.050272, -3.043254, -0.902486], [0.839188, -2.654864, -2.398583]], "forces_ev_per_a": [[-0.6, -1.0, -1.4], [-0.5, -0.4, -1.8], [0.1, -1.3, 1.5], [-0.8, 0.5, -0.8], [0.3, -0.6, 0.4], [-0.6, 0.5, -0.6], [0.0, -0.6, 0.6], [-0.5, 0.8, 0.3], [0.2, 0.1, 0.3], [0.3, 0.4, 0.8], [0.1, -0.1, 0.1], [0.7, 0.1, 0.2], [-0.1, 0.4, -0.3], [-0.2, 0.1, -0.1], [0.4, 0.0, 0.3], [0.2, 0.0, 0.2], [0.2, -0.2, 0.0], [0.1, 0.2, 0.2], [0.5, 0.2, 0.4], [0.1, 0.6, -0.3]]}